Run one
Formula: C5H8N4
Source: the OMol25 dataset
Level of theory: the ωB97M-V functional and the def2-TZVPD basis

Geometry (Å):
C1 0.323 -0.194 0.084
C2 -0.356 2.700 -0.583
C3 0.930 4.419 -1.665
C4 0.916 -1.552 0.141
C5 -1.805 -1.249 0.943
N1 -1.251 2.026 -0.128
N2 -1.778 0.921 0.235
N3 0.035 3.817 -0.983
N4 -0.950 -0.213 0.386
H1 1.766 3.839 -2.207
H2 0.790 5.439 -1.558
H3 1.347 -1.576 1.266
H4 0.149 -2.305 -0.183
H5 1.717 -1.464 -0.518
H6 -1.563 -2.129 0.481
H7 -1.594 -1.514 1.902
H8 -2.793 -1.188 0.672

The value obtained for the HOMO energy (spin up / spin down) is -7.40 / -7.41 eV. The calculation puts the HOMO-LUMO gap (spin up / spin down) at 7.1 / 7.1 eV.

Atomic partial charges in e from the natural (NBO) method, atoms 1 to 5: 0.05 0.44 -0.12 -0.72 -0.43

=====

Run two
Formula: C5H8N4
Source: the OMol25 dataset
Level of theory: the ωB97M-V functional and the def2-TZVPD basis

Geometry (Å):
C1 -1.840 -0.047 -0.643
C2 -0.811 -0.452 0.385
C3 -0.128 0.659 1.188
C4 1.188 1.105 0.483
C5 1.506 -0.174 -0.238
N1 2.409 -0.721 -0.974
N2 1.806 -1.792 -1.518
N3 0.633 -1.919 -1.153
N4 0.366 -0.984 -0.270
H1 -1.600 0.744 -1.431
H2 -2.695 0.328 0.006
H3 -2.228 -0.894 -1.309
H4 -1.229 -1.216 1.026
H5 0.072 0.326 2.252
H6 -0.645 1.575 1.418
H7 2.113 1.475 0.992
H8 1.083 1.987 -0.214

The value obtained for the HOMO energy is -10.15 eV. The calculation puts the HOMO-LUMO gap at 10.8 eV. Its SMILES is C[C@@H]1CCc2nnnn21.

Atomic partial charges in e from the natural (NBO) method, atoms 1 to 5: -0.63 -0.05 -0.41 -0.46 0.33

=====

Run three
Formula: C5H8N4
Source: the OMol25 dataset
Level of theory: the ωB97M-V functional and the def2-TZVPD basis

Geometry (Å):
C1 0.768 -0.500 -0.109
C2 -1.561 -0.348 0.015
C3 -2.836 -0.807 0.168
C4 -0.967 0.960 0.592
C5 0.467 0.978 0.121
H1 3.018 0.497 -0.863
H2 3.913 -0.585 0.835
H3 -0.637 -1.977 -0.716
H4 -3.519 -0.101 0.512
H5 -3.097 -1.769 -0.281
H6 -1.304 1.338 1.662
H7 -0.747 1.258 -1.432
H8 1.257 1.625 0.674
N1 2.875 0.031 0.172
N2 1.875 -1.051 -0.020
N3 -0.445 -1.080 -0.245
N4 -0.606 1.817 -0.637

The value obtained for the HOMO energy is -8.11 eV. The calculation puts the HOMO-LUMO gap at 8.9 eV.

Atomic partial charges in e from the natural (NBO) method, atoms 1 to 5: 0.38 0.18 -0.51 -0.12 -0.19

=====

Run four
Formula: C5H8N4
Source: the OMol25 dataset
Level of theory: the ωB97M-V functional and the def2-TZVPD basis

Geometry (Å):
C1 2.190 1.171 -0.056
C2 1.005 1.021 0.471
C3 0.220 -0.422 0.644
C4 0.961 -1.605 -0.099
N1 -1.075 -0.097 0.130
N2 -1.400 0.704 -0.925
C5 -2.723 0.624 -0.857
N3 -3.181 -0.163 0.229
N4 -2.111 -0.589 0.740
H1 2.713 2.107 -0.041
H2 2.652 0.497 -0.724
H3 0.544 1.911 1.010
H4 0.054 -0.792 1.685
H5 1.073 -1.459 -1.163
H6 0.562 -2.594 -0.043
H7 1.919 -1.527 0.496
H8 -3.402 1.214 -1.496

The value obtained for the HOMO energy is -10.06 eV. The calculation puts the HOMO-LUMO gap at 11.0 eV. Its SMILES is C=C[C@H](C)n1ncnn1.

Atomic partial charges in e from the natural (NBO) method, atoms 1 to 5: -0.40 -0.17 -0.07 -0.63 -0.04

=====

Least stable: run one

=====

Run one
Formula: C2H5N3OS2
Source: the OMol25 dataset
Level of theory: the ωB97M-V functional and the def2-TZVPD basis

Geometry (Å):
N1 -2.194 -1.817 0.577
N2 -1.866 -0.540 0.058
C1 -0.606 -0.290 0.041
N3 0.360 -1.185 0.436
S1 1.782 -0.718 1.275
C2 -0.286 1.039 -0.611
O1 -1.322 1.851 -0.614
S2 1.130 1.422 -1.307
H1 -3.210 -1.813 0.699
H2 -2.021 -2.522 -0.158
H3 -0.042 -1.983 0.861
H4 2.587 -0.801 0.244
H5 -2.083 1.350 -0.294

The value obtained for the HOMO energy is -8.70 eV. The calculation puts the HOMO-LUMO gap at 8.5 eV. Its SMILES is N/N=C(\NS)C(O)=S.

Atomic partial charges in e from the natural (NBO) method, atoms 1 to 5: -0.69 -0.35 0.31 -0.75 0.20

=====

Run two
Formula: C2H5N3OS2
Source: the OMol25 dataset
Level of theory: the ωB97M-V functional and the def2-TZVPD basis

Geometry (Å):
H1 1.706 0.250 2.056
N1 0.948 -0.417 1.429
C1 0.707 0.292 0.253
N2 1.349 1.377 -0.400
S1 0.259 2.446 -1.266
O1 -0.414 0.040 -0.713
C2 -1.407 -0.945 -0.511
N3 -0.861 -2.069 -0.068
S2 -2.911 -0.802 -0.963
H2 2.586 1.410 -0.442
H3 -0.317 3.203 -0.314
H4 -1.567 -2.861 0.605
H5 -0.077 -1.925 0.332

The value obtained for the HOMO energy is -8.69 eV. The calculation puts the HOMO-LUMO gap at 8.6 eV. Its SMILES is [H]/N=C(\NS)OC(N)=S.

Atomic partial charges in e from the natural (NBO) method, atoms 1 to 5: 0.38 -0.76 0.68 -0.84 0.25

=====

Least stable: run two

=====

Run one
Formula: C4H8O3P
Source: the OMol25 dataset
Level of theory: the ωB97M-V functional and the def2-TZVPD basis

Geometry (Å):
C1 0.629 2.552 -0.114
C2 -0.163 1.431 -0.016
C3 0.050 0.395 -1.242
C4 -0.047 -1.441 1.448
O1 -2.107 -1.797 -0.468
O2 0.123 -2.981 -0.858
O3 -0.989 1.117 0.843
P1 -0.695 -1.993 -0.193
H1 0.734 3.145 0.844
H2 1.450 2.554 -0.793
H3 -0.463 0.767 -2.133
H4 1.183 0.501 -1.498
H5 -0.153 -0.615 -1.005
H6 -0.204 -0.337 1.443
H7 -0.393 -1.899 2.404
H8 1.044 -1.401 1.340

The value obtained for the HOMO energy is -3.13 eV. The calculation puts the HOMO-LUMO gap at 6.8 eV. As for the charge: -1.

Atomic partial charges in e from the natural (NBO) method, atoms 1 to 5: -0.78 0.43 -0.57 -1.08 -1.05

=====

Run two
Formula: C4H8O3P
Source: the OMol25 dataset
Level of theory: the ωB97M-V functional and the def2-TZVPD basis

Geometry (Å):
C1 2.250 0.820 0.858
C2 1.368 -0.185 0.134
O1 0.205 -0.526 0.937
C3 -0.034 0.273 -0.185
P1 -0.928 -0.341 -1.626
C4 -2.384 -1.304 -0.837
O2 -0.026 -1.230 -2.439
O3 -1.600 0.859 -2.201
H1 1.626 1.040 1.761
H2 2.434 1.742 0.188
H3 3.254 0.261 1.197
H4 1.736 -0.870 -0.621
H5 -0.210 1.373 0.067
H6 -2.630 -1.773 -1.744
H7 -2.153 -2.076 -0.065
H8 -3.267 -0.687 -0.551

The value obtained for the HOMO energy is -4.67 eV. The calculation puts the HOMO-LUMO gap at 8.5 eV. As for the charge: -1. Its SMILES is C[C@H]1O[C@@H]1[P@](C)(=O)[O-].

Atomic partial charges in e from the natural (NBO) method, atoms 1 to 5: -0.65 0.02 -0.51 -0.31 2.16

=====

Least stable: run one

=====

Run one
Formula: H16NO11
Source: the OMol25 dataset
Level of theory: the ωB97M-V functional and the def2-TZVPD basis

Geometry (Å):
N1 2.729 19.013 15.650
O1 1.732 19.418 16.303
O2 3.643 19.826 15.354
O3 2.840 17.799 15.387
O4 4.299 17.094 12.919
H1 3.448 16.727 12.658
H2 4.108 17.576 13.748
O5 2.614 19.674 19.517
H3 2.421 19.746 18.570
H4 3.562 19.518 19.558
O6 2.819 14.871 15.383
H5 2.693 15.824 15.242
H6 3.387 14.824 16.157
O7 3.901 21.979 17.469
H7 4.781 21.589 17.471
H8 3.484 21.610 16.675
O8 5.893 20.067 13.842
H9 4.940 20.221 13.975
H10 6.016 20.044 12.888
O9 0.142 17.139 17.262
H11 0.449 16.512 17.924
H12 0.822 17.837 17.245
O10 6.282 18.595 16.417
H13 6.263 19.190 17.171
H14 5.564 18.908 15.838
O11 -0.605 18.725 14.545
H15 -0.689 17.774 14.669
H16 0.066 18.981 15.198

The value obtained for the HOMO energy is -7.26 eV. The calculation puts the HOMO-LUMO gap at 10.2 eV. As for the charge: -1.

Atomic partial charges in e from the natural (NBO) method, atoms 1 to 5: 0.73 -0.56 -0.58 -0.53 -0.96

=====

Run two
Formula: H16NO11
Source: the OMol25 dataset
Level of theory: the ωB97M-V functional and the def2-TZVPD basis

Geometry (Å):
N1 -0.270 0.584 1.285
O1 0.952 0.521 1.001
O2 -0.915 -0.469 1.236
O3 -0.838 1.582 0.903
O4 -3.178 -1.999 1.644
H1 -2.757 -2.809 1.335
H2 -2.463 -1.330 1.701
O5 1.861 1.055 -2.043
H3 0.917 1.113 -2.208
H4 1.949 1.523 -1.192
O6 -0.391 -2.169 -1.514
H5 -0.209 -1.942 -2.393
H6 0.283 -1.741 -0.943
O7 3.339 -0.958 1.246
H7 3.154 -1.400 0.435
H8 2.635 -0.385 1.485
O8 -3.124 1.976 -0.635
H9 -2.910 2.373 -1.467
H10 -2.300 1.948 -0.146
O9 -0.854 0.794 -2.115
H11 -1.091 0.302 -1.356
H12 -0.661 0.124 -2.784
O10 0.401 -2.615 2.128
H13 1.346 -2.760 2.160
H14 0.234 -1.679 1.974
O11 2.005 2.740 -0.047
H15 1.382 3.454 -0.205
H16 1.500 2.168 0.513

The value obtained for the HOMO energy is -6.99 eV. The calculation puts the HOMO-LUMO gap at 9.8 eV. As for the charge: -1.

Atomic partial charges in e from the natural (NBO) method, atoms 1 to 5: 0.72 -0.58 -0.53 -0.51 -0.98

=====

Least stable: run two

=====

Run one
Formula: C6H7NO3
Source: the OMol25 dataset
Level of theory: the ωB97M-V functional and the def2-TZVPD basis

Geometry (Å):
O1 -0.560 -2.844 -0.270
C1 -0.884 -1.726 -0.016
C2 -1.280 -0.891 1.210
C3 -0.272 0.262 1.180
C4 -0.374 0.610 -0.347
C5 0.895 0.562 -1.093
N1 1.575 0.214 -2.009
C6 -1.399 -0.477 -0.754
O2 -2.346 -0.395 0.341
H1 -1.611 -1.308 2.164
H2 -0.603 1.094 1.809
H3 0.730 -0.053 1.496
H4 -0.819 1.602 -0.499
H5 -1.831 -0.467 -1.757
O3 3.064 1.149 -0.236
H6 2.634 1.951 0.091
H7 3.081 0.716 -1.309

The value obtained for the HOMO energy is -10.08 eV. The calculation puts the HOMO-LUMO gap at 10.5 eV.

Atomic partial charges in e from the natural (NBO) method, atoms 1 to 5: -0.47 0.58 -0.03 -0.41 -0.36

=====

Run two
Formula: C6H7NO3
Source: the OMol25 dataset
Level of theory: the ωB97M-V functional and the def2-TZVPD basis

Geometry (Å):
O1 0.579 0.318 1.837
C1 0.316 0.734 0.516
C2 1.476 0.258 -0.377
O2 2.064 0.952 -1.169
N1 0.426 -1.376 -1.148
C3 -0.832 -0.964 -0.808
C4 -0.966 0.160 -0.053
C5 -2.204 0.840 0.116
C6 -3.268 1.382 0.341
H1 1.245 0.885 2.239
H2 0.278 1.835 0.454
H3 0.585 -1.836 -2.033
H4 -1.645 -1.320 -1.442
H5 -4.171 1.957 0.438
H6 2.209 -1.024 1.188
O3 2.504 -0.972 0.266
H7 1.405 -1.828 -0.367

The value obtained for the HOMO energy (spin up / spin down) is -8.41 / -8.41 eV. The calculation puts the HOMO-LUMO gap (spin up / spin down) at 8.7 / 8.7 eV.

Atomic partial charges in e from the natural (NBO) method, atoms 1 to 5: -0.71 -0.03 0.80 -0.54 -0.86

=====

Least stable: run two

=====

Run one
Formula: CH8NO
Source: the OMol25 dataset
Level of theory: the ωB97M-V functional and the def2-TZVPD basis

Geometry (Å):
C1 -0.553 0.932 0.997
N1 0.427 0.973 -0.164
H1 -1.398 0.255 0.617
H2 -0.405 0.120 1.844
H3 -0.829 1.761 1.578
H4 0.867 0.024 -0.304
H5 1.213 1.551 0.029
H6 -0.192 1.331 -1.077
H7 0.700 -2.421 -1.853
H8 -0.111 -2.597 -0.498
O1 0.281 -1.929 -1.170

The value obtained for the HOMO energy is -16.07 eV. The calculation puts the HOMO-LUMO gap at 12.1 eV. As for the charge: +1.

Atomic partial charges in e from the natural (NBO) method, atoms 1 to 5: -0.48 -0.71 0.25 0.26 0.26

=====

Run two
Formula: CH8NO
Source: the OMol25 dataset
Level of theory: the ωB97M-V functional and the def2-TZVPD basis

Geometry (Å):
C1 -1.195 -0.175 0.727
N1 -0.529 -0.469 -0.603
H1 -0.418 -0.133 1.480
H2 -1.924 -0.947 0.913
H3 -1.626 0.813 0.658
H4 -0.045 -1.361 -0.520
H5 -1.240 -0.481 -1.336
H6 0.224 0.224 -0.775
H7 2.130 1.610 -0.289
H8 2.744 0.244 -0.080
O1 1.877 0.677 -0.174

The value obtained for the HOMO energy is -16.76 eV. The calculation puts the HOMO-LUMO gap at 13.1 eV. As for the charge: +1.

Atomic partial charges in e from the natural (NBO) method, atoms 1 to 5: -0.41 -0.68 0.24 0.24 0.23

=====

Run three
Formula: CH8NO
Source: the OMol25 dataset
Level of theory: the ωB97M-V functional and the def2-TZVPD basis

Geometry (Å):
C1 0.733 0.114 0.793
N1 0.133 0.696 1.964
H1 -0.128 0.063 0.105
H2 1.177 -0.892 0.877
H3 1.486 0.796 0.363
H4 0.129 1.733 1.898
H5 0.821 0.418 2.693
H6 -0.811 0.384 2.270
O1 -1.086 -0.913 -3.994
H7 -1.098 -1.883 -3.834
H8 -1.356 -0.516 -3.135

The value obtained for the HOMO energy is -13.98 eV. The calculation puts the HOMO-LUMO gap at 9.6 eV. As for the charge: +1.

Atomic partial charges in e from the natural (NBO) method, atoms 1 to 5: -0.45 -0.67 0.23 0.26 0.25

=====

Run four
Formula: CH8NO
Source: the OMol25 dataset
Level of theory: the ωB97M-V functional and the def2-TZVPD basis

Geometry (Å):
N1 -1.225 1.511 -0.361
H1 -1.433 2.291 -0.919
H2 -0.097 1.539 -0.418
H3 -1.476 0.668 -0.970
H4 -1.663 1.591 0.596
C1 1.006 -1.456 -0.163
O1 0.365 -0.357 0.633
H5 0.190 -2.206 -0.326
H6 1.879 -1.920 0.354
H7 1.267 -0.994 -1.173
H8 0.951 0.046 1.293

The value obtained for the HOMO energy is -14.93 eV. The calculation puts the HOMO-LUMO gap at 10.6 eV. As for the charge: +1.

Atomic partial charges in e from the natural (NBO) method, atoms 1 to 5: -0.89 0.43 0.49 0.47 0.48

=====

Least stable: run one